ORCA calculation (ωB97M-V with the def2-TZVPD basis set) on an isolated molecule of Cl2S2 in a non-equilibrium geometry.

Summary:
SMILES = ClSSCl
Energy above the lowest of the compared OMol25 structures with the same formula, charge and spin = 5.2 kcal/mol
Calculated total energy = -1716.752595 a.u.
Spin multiplicity = 1

The geometry in XYZ format:
```
4
Properties=species:S:1:pos:R:3:forces:R:3:lowdin_charge:R:1
Cl -1.875 -0.817 -0.156 -0.83 -0.87 -0.18 0.041
S 0.822 0.650 -0.635 -2.05 1.82 -0.41 -0.076
S -0.898 0.780 0.500 1.52 0.55 -0.50 -0.035
Cl 1.951 -0.612 0.291 1.36 -1.50 1.09 0.070
```
Forces are in eV/Å.

=====

ORCA calculation (ωB97M-V with the def2-TZVPD basis set) on a cluster of 2 separate species, Cl3H3N4 in total in a non-equilibrium geometry.

Summary:
Energy above the lowest of the compared OMol25 structures with the same formula, charge and spin = 27.1 kcal/mol
Calculated total energy = -1601.185094 a.u.
Spin multiplicity = 1

The geometry in XYZ format:
```
10
Properties=species:S:1:pos:R:3:forces:R:3:lowdin_charge:R:1
H 3.184 1.515 -0.160 -1.06 -0.90 -1.77 -0.320
H -0.704 0.477 -2.356 0.97 -0.23 0.24 0.070
Cl -0.924 -1.961 1.724 0.10 0.37 -0.25 0.420
N -0.378 -0.222 1.348 -0.57 -1.39 1.83 -0.788
N -0.743 -0.522 -2.110 -0.94 1.31 -1.29 0.074
N -0.839 -0.659 -0.866 -0.85 -1.59 1.28 -0.202
Cl -1.534 0.824 2.254 -0.09 0.06 0.13 0.455
N -0.446 0.107 0.094 0.21 1.02 -3.21 -0.162
Cl 3.747 2.001 0.806 1.04 0.90 1.78 0.316
H -1.364 -1.561 -0.733 1.18 0.45 1.25 0.138
```
Forces are in eV/Å.